# 1
The following is a DFT calculation (wB97M-V/def2-TZVPD) of C3H6OS2 in the gas phase.

Computed properties:
Lowest unoccupied orbital energy = 0.0 eV
Multiplicity = 1
SMILES string = CSCC(=O)S
HOMO-LUMO gap = 8.9 eV
E = -26923.8384 eV
Net charge = 0
Energy above the lowest of the compared OMol25 structures with the same formula, charge and spin = 2.604 eV

Last column: Löwdin charge in e.
Geometry (Å):
C -1.338 1.832 0.790  -0.477
S -0.636 0.830 -0.502  0.742
C -0.189 -0.758 0.202  -0.463
C 0.891 -1.599 -0.759  -0.632
O 1.248 -2.823 -0.475  -0.080
S 2.104 -0.472 -1.524  0.792
H -1.958 2.767 0.237  0.106
H -1.834 1.300 1.647  0.043
H -0.469 2.369 1.337  0.042
H 0.442 -0.517 0.927  0.007
H -0.945 -1.569 0.327  0.100
H 2.685 -1.360 -2.208  -0.182

# 2
The following is a DFT calculation (wB97M-V/def2-TZVPD) of C3H6OS2 in the gas phase.

Computed properties:
Lowest unoccupied orbital energy = 0.6 eV
Multiplicity = 1
SMILES string = COC(=S)SC
HOMO-LUMO gap = 9.2 eV
E = -26925.3977 eV
Net charge = 0
Energy above the lowest of the compared OMol25 structures with the same formula, charge and spin = 1.045 eV

Last column: Löwdin charge in e.
Geometry (Å):
C 1.116 -1.912 0.610  -0.121
O 0.214 -1.665 -0.450  -0.227
C -0.244 -0.458 -0.713  -1.197
S -1.241 -0.277 -1.978  0.692
S 0.069 0.757 0.512  0.882
C -0.813 2.189 -0.085  -0.431
H 1.960 -1.197 0.724  0.089
H 0.508 -1.955 1.527  0.092
H 1.447 -2.948 0.354  0.110
H -0.411 2.491 -1.059  0.042
H -0.709 2.964 0.661  0.029
H -1.896 2.010 -0.102  0.041

# 3
The following is a DFT calculation (wB97M-V/def2-TZVPD) of C3H6OS2 in the gas phase.

Computed properties:
Lowest unoccupied orbital energy = -0.4 eV
Multiplicity = 1
SMILES string = OCC(=S)CS
HOMO-LUMO gap = 8.3 eV
E = -26924.9697 eV
Net charge = 0
Energy above the lowest of the compared OMol25 structures with the same formula, charge and spin = 1.473 eV

Last column: Löwdin charge in e.
Geometry (Å):
O -0.230 1.658 -0.530  -0.067
C 0.841 0.939 0.005  -0.335
C 0.659 -0.542 0.000  -0.835
S 1.829 -1.492 -0.564  0.773
C -0.608 -1.078 0.683  -0.584
S -1.856 -1.176 -0.590  0.746
H -0.182 1.676 -1.487  0.101
H 0.953 1.325 1.033  0.141
H 1.813 1.081 -0.393  0.079
H -0.960 -0.489 1.531  0.087
H -0.470 -2.068 0.972  0.028
H -1.790 0.167 -0.660  -0.133

# 4
The following is a DFT calculation (wB97M-V/def2-TZVPD) of a molecular structure, C3H6OS3.

Computed properties:
Lowest unoccupied orbital energy (spin up / spin down) = -0.4 / -0.4 eV
Multiplicity = 1
HOMO-LUMO gap (spin up / spin down) = 8.0 / 8.0 eV
E = -37758.6337 eV
Net charge = 0
Energy above the lowest of the compared OMol25 structures with the same formula, charge and spin = 1.524 eV

Last column: Löwdin charge in e.
Geometry (Å):
C -0.114 -0.345 -0.416  -0.329
C 0.757 -0.525 0.782  -1.318
C -0.758 0.977 -0.660  -0.172
O 3.169 -0.872 -0.866  -0.625
S 1.169 -2.171 1.373  0.689
S 0.253 0.603 2.133  0.734
S 2.142 0.153 -0.479  0.890
H -0.131 -1.176 -1.160  0.120
H -0.016 1.778 -0.758  0.065
H -1.338 1.293 0.295  0.075
H -1.402 0.865 -1.537  0.081
H 2.125 -2.635 0.432  -0.082
H 1.441 0.831 2.656  -0.131

# 5
The following is a DFT calculation (wB97M-V/def2-TZVPD) of C3H6S in the gas phase.

Computed properties:
Lowest unoccupied orbital energy = 1.0 eV
Multiplicity = 1
SMILES string = C=CSC
HOMO-LUMO gap = 9.4 eV
E = -14041.5516 eV
Net charge = 0
Energy above the lowest of the compared OMol25 structures with the same formula, charge and spin = 1.315 eV

Last column: Löwdin charge in e.
Geometry (Å):
C 1.245 -1.435 -0.783  -0.090
C 0.390 -0.443 -0.680  -0.546
S -0.042 0.297 0.860  0.854
C -1.215 1.148 -0.104  -0.521
H 1.725 -2.045 0.030  0.076
H 1.247 -2.045 -1.644  0.032
H -0.156 -0.190 -1.578  0.064
H -0.858 1.554 -1.117  0.075
H -1.931 0.513 -0.509  0.003
H -1.875 1.837 0.467  0.052

# 6
The following is a DFT calculation (wB97M-V/def2-TZVPD) of C3H6S in the gas phase.

Computed properties:
Lowest unoccupied orbital energy = 1.0 eV
Multiplicity = 1
SMILES string = C=CCS
HOMO-LUMO gap = 10.1 eV
E = -14042.0765 eV
Net charge = 0
Energy above the lowest of the compared OMol25 structures with the same formula, charge and spin = 0.790 eV

Last column: Löwdin charge in e.
Geometry (Å):
C 0.522 0.308 1.344  -0.024
C 0.798 -0.127 0.141  -0.254
C -0.086 0.022 -1.071  -0.561
S -1.897 0.199 -0.829  0.688
H -0.518 0.415 1.671  0.045
H 1.137 0.581 2.159  0.041
H 1.720 -0.695 -0.093  0.107
H 0.224 -0.795 -1.710  0.061
H 0.183 0.931 -1.576  0.058
H -2.081 -0.839 -0.036  -0.160

# 7
The following is a DFT calculation (wB97M-V/def2-TZVPD) of C3H6S in the gas phase.

Computed properties:
Lowest unoccupied orbital energy = 1.0 eV
Multiplicity = 1
SMILES string = C=CSC
HOMO-LUMO gap = 9.7 eV
E = -14042.0072 eV
Net charge = 0
Energy above the lowest of the compared OMol25 structures with the same formula, charge and spin = 0.859 eV

Last column: Löwdin charge in e.
Geometry (Å):
C 0.620 -0.319 -1.739  -0.077
C 0.471 -0.792 -0.514  -0.543
S 0.884 0.122 0.964  0.781
C -0.727 0.708 1.409  -0.425
H 1.136 0.610 -1.945  0.060
H 0.514 -1.035 -2.480  0.026
H 0.077 -1.928 -0.393  0.117
H -0.609 1.213 2.396  0.053
H -1.008 1.501 0.801  0.012
H -1.356 -0.081 1.500  -0.004

# 8
The following is a DFT calculation (wB97M-V/def2-TZVPD) of C3H6S in the gas phase.

Computed properties:
Lowest unoccupied orbital energy = 1.0 eV
Multiplicity = 1
SMILES string = C=CCS
HOMO-LUMO gap = 10.1 eV
E = -14041.6445 eV
Net charge = 0
Energy above the lowest of the compared OMol25 structures with the same formula, charge and spin = 1.222 eV

Last column: Löwdin charge in e.
Geometry (Å):
C -0.062 -1.649 -0.429  -0.007
C 0.398 -0.473 0.117  -0.182
C -0.438 0.847 -0.013  -0.567
S 0.302 2.458 0.396  0.688
H -0.663 -1.520 -1.377  0.069
H 0.214 -2.665 -0.377  0.027
H 1.278 -0.559 0.729  0.073
H -1.202 0.864 0.695  0.023
H -0.993 0.858 -0.908  0.049
H 1.167 1.838 1.166  -0.172

# 9
The following is a DFT calculation (wB97M-V/def2-TZVPD) of C3H6S2 in the gas phase.

Computed properties:
Lowest unoccupied orbital energy = 0.5 eV
Multiplicity = 1
SMILES string = SC[C@@H]1CS1
HOMO-LUMO gap = 9.5 eV
E = -24877.0051 eV
Net charge = 0
Energy above the lowest of the compared OMol25 structures with the same formula, charge and spin = 1.703 eV

Last column: Löwdin charge in e.
Geometry (Å):
S -2.370 0.139 -0.176  0.582
C -0.587 -0.701 -0.005  -0.551
C 0.436 0.012 0.686  -0.645
C 0.996 1.124 0.051  -0.452
S 2.148 -0.316 -0.195  0.733
H -2.988 -0.436 0.955  -0.142
H -0.903 -1.736 0.323  0.088
H -0.212 -0.730 -1.087  0.070
H 0.333 -0.200 1.800  0.147
H 1.645 1.877 0.485  0.067
H 0.594 1.463 -0.940  0.101

# 10
The following is a DFT calculation (wB97M-V/def2-TZVPD) of C3H6S2 in the gas phase.

Computed properties:
Lowest unoccupied orbital energy = -0.3 eV
Multiplicity = 1
SMILES string = CSCC=S
HOMO-LUMO gap = 8.4 eV
E = -24875.4242 eV
Net charge = 0
Energy above the lowest of the compared OMol25 structures with the same formula, charge and spin = 3.284 eV

Last column: Löwdin charge in e.
Geometry (Å):
C 1.095 -1.705 -2.163  -0.335
S -0.018 -0.544 -1.340  0.865
C 0.365 -0.360 0.270  -0.678
C -0.250 0.965 0.706  -0.782
S -0.764 1.298 2.177  0.699
H 1.920 -1.348 -2.392  -0.062
H 0.861 -2.010 -3.189  0.074
H 1.339 -2.450 -1.537  0.007
H 0.107 -1.086 1.033  0.087
H 1.331 -0.219 0.167  0.021
H -0.310 1.641 -0.351  0.105

# 11
The following is a DFT calculation (wB97M-V/def2-TZVPD) of 2 unconnected molecules or ions with the total composition C3H6S2.

Computed properties:
Lowest unoccupied orbital energy (spin up / spin down) = 0.8 / -2.5 eV
Multiplicity = 3
HOMO-LUMO gap (spin up / spin down) = 9.4 / 6.0 eV
E = -24874.5235 eV
Net charge = 0
Energy above the lowest of the compared OMol25 structures with the same formula, charge and spin = 0.245 eV

Last column: Löwdin charge in e.
Geometry (Å):
C -0.412 0.656 -0.666  -0.188
C 0.856 0.723 -0.099  -0.795
C 1.707 -0.375 0.429  -0.129
S -3.054 1.243 0.175  0.361
S 1.518 2.329 0.018  0.768
H -0.640 1.627 -1.007  -0.014
H -0.899 -0.329 -0.817  0.067
H 1.321 -0.933 1.168  0.034
H 2.659 -0.035 0.696  0.037
H 1.962 -1.256 -0.288  0.129
H -3.320 2.097 -0.845  -0.270

# 12
The following is a DFT calculation (wB97M-V/def2-TZVPD) of a molecular structure, C3H7AlO.

Computed properties:
Lowest unoccupied orbital energy = -14.2 eV
Multiplicity = 1
HOMO-LUMO gap = 6.0 eV
E = -11844.8269 eV
Net charge = +2
Energy above the lowest of the compared OMol25 structures with the same formula, charge and spin = 0.655 eV

Last column: Löwdin charge in e.
Geometry (Å):
Al 0.631 2.543 3.482  1.095
C 1.203 -0.383 -0.566  0.133
C -0.056 0.292 0.073  -0.394
C -1.360 -0.489 -0.393  0.114
O 0.121 0.444 1.365  0.107
H 0.942 -0.645 -1.593  0.135
H 1.510 -1.294 -0.051  0.132
H 2.052 0.304 -0.590  0.133
H -0.106 1.284 -0.390  0.164
H -1.362 -0.770 -1.444  0.127
H -2.194 0.135 -0.068  0.132
H -1.381 -1.422 0.174  0.122